Entry 1:
The following is a quantum chemistry calculation of an isolated molecule of C5H8S2 at a distorted geometry, from the OMol25 dataset.

Computed properties:
SMILES   C=C(C)C(=S)CS
E_tot   -991.62795 Eh
Largest force on an atom   3.31 eV Å⁻¹
ΔE to the lowest compared entry with this formula, charge and spin   153.1 kJ/mol
Total charge   0
HOMO-LUMO gap   7.995 eV

```
15
Properties=species:S:1:pos:R:3:forces:R:3
H 0.486 1.827 -0.881 -0.2666 -0.5391 1.4124
C -0.743 0.302 -0.056 -1.7188 -1.7132 -0.3450
C -0.054 1.565 0.098 1.6096 1.9944 -2.0920
C -0.172 -1.088 0.104 -0.2211 1.0075 0.2019
H 2.360 -1.379 -1.512 -0.2258 0.1513 0.7260
H -2.735 -0.310 -0.709 0.6828 -0.2686 0.5063
S 2.542 -0.578 -0.421 -0.1723 0.0475 -0.3061
H -2.488 1.404 -0.456 -0.0373 1.0917 0.1182
H 1.284 -0.494 1.577 -0.1051 0.3943 -0.1882
C -2.026 0.456 -0.376 -1.1311 -1.5679 -0.8565
H 0.638 1.667 0.898 0.6435 0.0224 0.6912
S -0.962 -2.468 -0.186 -0.0965 -0.0363 -0.2094
H -0.795 2.360 0.136 0.0557 0.0388 0.4613
H 1.479 -2.131 1.086 -0.5585 0.4511 -0.5375
C 1.185 -1.133 0.698 1.5413 -1.0739 0.4174
```
Forces are in eV/Å.

---

Entry 2:
The following is a quantum chemistry calculation of an isolated molecule of C5H8S2 at a distorted geometry, from the OMol25 dataset.

Computed properties:
SMILES   C/C=C/C(=S)SC
E_tot   -991.63938 Eh
Largest force on an atom   3.31 eV Å⁻¹
ΔE to the lowest compared entry with this formula, charge and spin   123.1 kJ/mol
Total charge   0
HOMO-LUMO gap   8.151 eV

```
15
Properties=species:S:1:pos:R:3:forces:R:3
H 3.239 0.905 -0.582 -0.2463 -0.0183 -0.4145
H 1.073 1.671 -0.491 -0.5045 0.3011 0.2174
C -3.117 -0.827 -0.058 -0.4111 1.1220 1.3958
C 0.636 0.731 -0.169 0.9819 1.2596 -0.0751
S -1.738 1.929 0.067 -0.3381 0.7429 0.2818
H -3.576 -1.795 0.192 0.4179 0.1698 -0.5374
H 3.590 -0.833 -0.267 -0.7974 1.3684 0.7768
S -1.286 -0.982 0.027 -1.8317 -1.2035 -0.1322
C 2.961 0.072 0.060 0.6208 -1.8610 -2.6647
H 1.200 -1.207 0.298 -0.2714 -0.9909 0.4311
H -3.520 -0.353 -0.992 0.6921 -0.6603 0.7564
H 3.221 0.433 0.995 0.7363 0.1191 2.1841
C -0.764 0.640 0.074 -0.9758 0.1303 -1.1785
H -3.418 -0.155 0.807 0.3594 -0.6378 -1.1245
C 1.499 -0.229 0.039 1.5679 0.1585 0.0836
```
Forces are in eV/Å.

---

Calculated lowest unoccupied orbital energy, -0.76, -0.36 eV (same order as the records).